C10H34O7 | ωB97M-V/def2-TZVPD

The geometry in ORCA input format:
```
! RIJCOSX wB97M-V def2-TZVPD def2/J DEFGRID3
* xyz 0 1
C 1.37 1.99 -2.86
C 0.16 1.06 -2.68
O 0.03 0.21 -3.84
H 2.21 1.37 -3.17
H 1.60 2.42 -1.88
H 1.13 2.73 -3.62
H -0.70 1.69 -2.44
H 0.32 0.33 -1.88
H -0.20 0.79 -4.58
C -2.09 3.77 -0.10
C -2.93 2.50 -0.16
O -3.61 2.39 -1.38
H -1.20 3.71 -0.73
H -1.82 4.06 0.91
H -2.73 4.59 -0.43
H -3.69 2.44 0.62
H -2.22 1.68 -0.11
H -4.54 2.59 -1.26
C -1.04 -2.83 -1.80
C -1.27 -2.44 -0.32
O -1.60 -1.04 -0.33
H -1.92 -3.22 -2.32
H -0.34 -3.67 -1.83
H -0.52 -2.08 -2.38
H -0.39 -2.66 0.28
H -2.16 -3.00 -0.01
H -2.25 -0.92 -1.03
C -0.24 -1.89 4.56
C 0.69 -0.76 4.24
O 1.75 -1.17 3.35
H 0.27 -2.79 4.92
H -0.80 -2.19 3.67
H -0.97 -1.55 5.29
H 1.17 -0.34 5.12
H 0.18 0.08 3.76
H 2.31 -0.40 3.30
C 2.72 -1.63 -1.55
C 2.27 -2.10 -0.17
O 3.35 -2.35 0.73
H 1.91 -1.33 -2.21
H 3.15 -2.49 -2.06
H 3.47 -0.84 -1.47
H 1.71 -3.03 -0.31
H 1.69 -1.35 0.37
H 3.05 -2.12 1.62
O 1.07 3.19 1.19
H 0.45 2.45 1.14
H 1.10 3.55 0.30
O -0.01 0.59 1.16
H 0.58 0.11 1.75
H -0.46 -0.10 0.64
*
```

gap between HOMO and LUMO: 10.65 eV
LUMO energy: 0.6 eV
energy above the lowest of the compared OMol25 structures with the same formula, charge and spin: 167.6 kJ/mol



C10H34O7 | ωB97M-V/def2-TZVPD

The geometry in ORCA input format:
```
! RIJCOSX wB97M-V def2-TZVPD def2/J DEFGRID3
* xyz 0 1
C 21.31 4.67 -26.84
C 21.87 3.39 -26.32
O 20.82 2.44 -26.14
H 22.03 5.48 -26.74
H 20.44 4.94 -26.23
H 20.96 4.59 -27.87
H 22.35 3.56 -25.35
H 22.65 3.00 -26.98
H 21.12 1.58 -26.43
C 29.76 4.73 -25.60
C 28.88 4.46 -26.81
O 29.04 5.55 -27.72
H 29.98 3.81 -25.07
H 29.23 5.43 -24.94
H 30.66 5.24 -25.94
H 27.83 4.38 -26.52
H 29.14 3.52 -27.31
H 28.62 5.32 -28.55
C 27.69 -0.46 -25.60
C 26.58 0.21 -26.36
O 27.12 1.44 -26.95
H 28.32 -1.06 -26.25
H 27.32 -1.09 -24.79
H 28.31 0.30 -25.11
H 25.73 0.45 -25.72
H 26.21 -0.44 -27.16
H 26.59 1.59 -27.74
C 23.76 0.80 -23.07
O 23.32 -0.26 -23.89
H 23.81 0.55 -22.00
H 24.74 1.20 -23.33
H 23.08 1.66 -23.17
H 23.01 -0.97 -23.33
C 29.12 3.46 -21.66
O 30.38 3.60 -22.31
H 28.29 3.53 -22.38
H 29.11 2.51 -21.14
H 28.95 4.24 -20.92
H 30.40 4.45 -22.75
C 26.02 3.89 -24.17
O 26.39 2.54 -24.37
H 26.31 4.24 -23.19
H 26.41 4.57 -24.93
H 24.93 4.03 -24.27
H 26.71 2.42 -25.28
C 24.58 7.10 -22.91
O 25.84 7.04 -22.27
H 24.67 7.65 -23.85
H 24.18 6.10 -23.10
H 23.85 7.67 -22.31
H 25.90 6.21 -21.78
*
```

gap between HOMO and LUMO: 10.49 eV
LUMO energy: 0.3 eV
energy above the lowest of the compared OMol25 structures with the same formula, charge and spin: 308.8 kJ/mol



C10H35N7O7 | ωB97M-V/def2-TZVPD

The geometry in ORCA input format:
```
! RIJCOSX wB97M-V def2-TZVPD def2/J DEFGRID3
* xyz 0 1
C -4.33 14.64 14.58
O -3.26 13.75 14.72
C -3.69 12.40 14.81
C -2.59 11.36 14.97
C -1.55 11.47 13.85
N -3.10 10.01 15.01
H -5.06 14.49 15.38
H -4.89 14.58 13.63
H -4.03 15.69 14.51
H -4.45 12.28 15.59
H -4.22 12.17 13.87
H -2.00 11.62 15.86
H -1.42 12.50 13.51
H -1.82 10.85 12.99
H -0.59 11.09 14.19
H -3.66 9.76 15.82
H -2.30 9.39 15.14
N -0.71 8.26 17.74
C -1.63 7.26 17.82
N -2.02 6.72 16.66
O -2.15 6.94 18.91
H -0.58 8.81 18.57
H -0.40 8.57 16.84
H -2.71 6.00 16.71
H -1.67 7.02 15.76
N 0.07 6.62 13.33
C 0.31 7.77 14.01
N 1.56 8.26 13.83
O -0.55 8.28 14.76
H -0.87 6.25 13.31
H 0.78 6.12 12.82
H 2.03 7.80 13.07
H 1.78 9.23 14.10
N 4.08 7.12 9.40
C 3.78 6.84 10.70
N 4.77 6.16 11.34
O 2.83 7.34 11.31
H 4.82 6.63 8.94
H 3.48 7.69 8.83
H 4.71 6.06 12.33
H 5.59 5.81 10.89
C 0.59 10.00 10.48
O 0.44 8.66 10.01
H 1.60 10.33 10.20
H -0.18 10.65 10.08
H 0.56 10.03 11.57
H 1.19 8.20 10.42
C 2.00 12.18 14.31
O 2.43 10.86 14.52
H 2.83 12.89 14.21
H 1.43 12.28 13.38
H 1.41 12.54 15.16
H 3.34 10.74 14.23
C -3.62 6.17 13.63
O -2.45 5.38 13.84
H -4.31 5.97 14.45
H -3.37 7.23 13.56
H -4.24 5.90 12.77
H -2.64 4.49 13.53
*
```

gap between HOMO and LUMO: 8.72 eV
LUMO energy: 0.0 eV
energy above the lowest of the compared OMol25 structures with the same formula, charge and spin: 0.0 kJ/mol



C10H36F8NO24S4Y | ωB97M-V/def2-TZVPD

The geometry in ORCA input format:
```
! RIJCOSX wB97M-V def2-TZVPD def2/J DEFGRID3
* xyz 0 1
Y -2.34 -0.66 2.72
C 1.06 -3.49 4.23
F 1.64 -4.24 5.18
F 1.50 -2.23 4.41
F 1.39 -3.97 3.07
S -0.80 -3.58 4.48
O -1.18 -4.81 3.82
O -1.05 -3.55 5.91
O -1.35 -2.40 3.79
C -3.42 -3.37 -0.94
F -3.16 -4.19 -1.96
F -3.35 -2.13 -1.39
F -4.65 -3.63 -0.50
S -2.16 -3.61 0.42
O -2.45 -2.41 1.25
O -2.51 -4.84 1.09
O -0.84 -3.56 -0.15
N -0.80 -0.26 1.19
S -0.99 0.15 -0.31
O -0.71 -0.82 -1.30
O -0.74 1.55 -0.61
F -2.58 0.21 -0.25
S 0.89 -0.35 1.28
O 1.40 0.14 2.53
O 1.66 -0.23 0.07
F 0.95 -1.90 1.54
O -2.27 1.82 2.54
H -1.45 2.29 2.33
H -2.77 2.43 3.09
O -0.78 0.10 4.28
H 0.03 0.61 4.14
H -0.87 -0.01 5.24
O 1.54 -3.01 -1.77
H 1.58 -2.08 -1.52
H 0.83 -3.37 -1.22
O -0.60 4.24 -1.43
H -0.25 3.95 -2.28
H -0.57 3.44 -0.89
O -4.39 -0.03 1.67
H -4.50 0.96 1.64
H -5.04 -0.37 1.05
O 4.22 -3.33 0.65
H 3.50 -2.90 0.17
H 4.09 -3.07 1.58
C -2.01 1.15 -5.34
C -1.29 2.37 -4.77
O -0.57 2.12 -3.57
O -1.05 0.12 -5.56
H -2.43 1.48 -6.30
H -2.75 0.73 -4.66
H -1.92 3.23 -4.54
H -0.59 2.78 -5.52
H -0.26 1.20 -3.59
H -0.18 0.50 -5.72
C 4.37 0.97 -4.01
C 2.90 0.79 -3.66
O 2.20 0.08 -4.68
O 4.99 -0.26 -4.38
H 4.94 1.43 -3.20
H 4.42 1.53 -4.95
H 2.42 1.75 -3.44
H 2.78 0.27 -2.71
H 2.13 0.70 -5.41
H 4.74 -0.92 -3.73
C 5.25 -0.58 2.32
C 5.09 0.74 3.10
O 5.07 0.53 4.49
O 4.08 -1.36 2.53
H 6.07 -1.15 2.77
H 5.53 -0.44 1.28
H 4.12 1.17 2.85
H 5.82 1.50 2.78
H 5.75 -0.09 4.78
H 3.79 -1.19 3.43
C -3.51 3.60 -0.11
C -4.97 3.26 0.14
O -5.11 2.53 1.36
O -3.41 4.24 -1.38
H -2.85 2.73 -0.15
H -3.10 4.31 0.63
H -5.29 2.70 -0.73
H -5.50 4.21 0.19
H -4.83 3.13 2.06
H -2.52 4.63 -1.43
*
```

gap between HOMO and LUMO: 7.79 eV
LUMO energy: -2.3 eV



C10H36InN18O12 | ωB97M-V/def2-TZVPD

The geometry in ORCA input format:
```
! RIJCOSX wB97M-V def2-TZVPD def2/J DEFGRID3
* xyz 1 1
In -3.91 1.33 0.08
C -0.45 0.43 -0.36
O -1.24 0.90 -1.24
O 0.58 -0.21 -0.76
O -0.89 0.53 0.81
C -3.05 -2.63 -0.94
O -3.54 -1.56 -0.55
N -3.83 -3.61 -1.49
N -1.75 -2.96 -0.81
H -4.82 -3.43 -1.56
H -3.37 -4.25 -2.11
H -1.37 -3.69 -1.38
H -1.25 -2.17 -0.44
C -0.87 4.11 0.92
O -1.93 3.77 0.39
N 0.11 3.26 1.27
N -0.41 5.39 1.03
H -0.11 2.28 1.24
H 1.06 3.58 1.12
H -1.11 6.08 0.84
H 0.43 5.69 1.50
C -2.72 1.76 3.80
O -3.45 2.08 2.85
N -2.74 2.29 5.04
N -1.58 1.11 3.61
H -2.23 1.81 5.76
H -3.36 3.00 5.40
H -1.03 0.62 4.30
H -1.38 0.85 2.66
C 0.79 3.41 -3.00
O 1.33 4.30 -3.71
N 1.38 2.22 -2.81
N -0.21 3.68 -2.14
H 1.87 1.98 -3.66
H 0.74 1.56 -2.40
H -0.62 4.59 -2.29
H -0.69 2.92 -1.69
C 4.67 1.26 -0.36
O 4.83 1.41 0.84
N 3.49 1.02 -0.99
N 5.70 1.25 -1.25
H 3.34 0.97 -1.98
H 2.67 1.37 -0.51
H 6.63 1.35 -0.88
H 5.53 1.09 -2.22
C -0.27 -1.33 -4.26
O -0.28 -1.67 -5.45
N -1.43 -1.14 -3.58
N 0.85 -0.99 -3.62
H -1.25 -0.59 -2.76
H -2.27 -1.21 -4.13
H 0.65 -0.76 -2.65
H 1.67 -1.45 -3.96
C 1.99 -1.58 2.60
O 2.74 -1.90 3.51
N 1.29 -0.42 2.63
N 1.76 -2.34 1.53
H 1.47 0.27 3.34
H 0.72 -0.10 1.86
H 1.23 -1.92 0.77
H 2.44 -3.07 1.41
C -3.13 -1.83 2.56
O -3.99 -1.01 2.24
N -3.39 -2.69 3.60
N -1.82 -1.86 2.28
H -4.35 -2.70 3.90
H -2.88 -3.55 3.69
H -1.31 -2.42 2.95
H -1.45 -1.15 1.67
C 3.00 -3.20 -1.70
O 4.00 -3.88 -1.68
N 2.90 -1.93 -1.16
N 1.73 -3.65 -1.86
H 2.06 -1.37 -1.05
H 3.65 -1.54 -0.60
H 1.61 -4.44 -2.48
H 0.86 -3.32 -1.52
*
```

gap between HOMO and LUMO: 2.70 eV
LUMO energy: -9.6 eV
energy above the lowest of the compared OMol25 structures with the same formula, charge and spin: 0.0 kJ/mol



C10H36O13 | ωB97M-V/def2-TZVPD

The geometry in ORCA input format:
```
! RIJCOSX wB97M-V def2-TZVPD def2/J DEFGRID3
* xyz 0 1
O -0.36 -0.76 -1.71
C 0.19 0.20 -0.88
C 1.55 0.77 -1.40
O 1.87 1.81 -0.54
H -1.28 -0.48 -1.84
H -0.42 1.08 -0.56
H 0.25 -0.13 0.17
H 1.50 1.12 -2.39
H 2.30 -0.01 -1.44
H 1.48 2.53 -1.03
O -1.60 -0.36 3.61
C -1.33 0.25 2.37
C -0.23 1.25 2.55
O 0.94 0.60 3.16
H -1.68 0.33 4.22
H -1.05 -0.51 1.66
H -2.25 0.76 1.97
H -0.54 2.00 3.28
H 0.12 1.70 1.59
H 1.49 1.35 3.30
O 0.74 5.70 1.67
C 0.12 4.61 0.99
C -0.13 4.99 -0.45
O -0.36 3.79 -1.17
H 1.66 5.66 1.57
H 0.67 3.70 1.27
H -0.92 4.45 1.40
H 0.75 5.50 -0.82
H -0.97 5.58 -0.55
H -1.09 3.29 -0.81
O 1.94 -2.20 -0.42
C 2.52 -3.46 -0.81
C 4.14 -3.53 -0.78
O 4.64 -4.85 -0.59
H 1.02 -2.13 -0.69
H 2.10 -4.24 -0.24
H 2.09 -3.68 -1.78
H 4.48 -2.84 0.02
H 4.70 -3.00 -1.55
H 5.55 -4.72 -0.33
O -2.57 -4.81 -2.24
C -2.05 -3.63 -1.66
C -3.13 -3.20 -0.57
O -2.73 -2.07 0.16
H -1.85 -5.43 -2.46
H -1.07 -3.99 -1.26
H -1.88 -2.92 -2.40
H -3.19 -4.06 0.04
H -4.10 -3.04 -0.97
H -1.97 -2.27 0.67
O -2.79 2.58 -0.45
H -2.91 1.62 -0.68
H -3.57 3.01 -0.83
O 3.45 1.12 1.60
H 3.26 0.17 1.73
H 2.86 1.53 0.96
O -3.24 0.07 -1.20
H -4.08 -0.07 -1.68
H -3.05 -0.77 -0.79
*
```

gap between HOMO and LUMO: 9.97 eV
LUMO energy: 0.1 eV
energy above the lowest of the compared OMol25 structures with the same formula, charge and spin: 233.5 kJ/mol



C10H38O10 | ωB97M-V/def2-TZVPD

The geometry in ORCA input format:
```
! RIJCOSX wB97M-V def2-TZVPD def2/J DEFGRID3
* xyz 0 1
O 1.97 1.92 -1.37
C 2.94 0.85 -1.76
C 3.08 0.74 -3.32
O 3.58 1.92 -3.88
H 2.30 2.74 -1.74
H 3.90 1.00 -1.25
H 2.53 -0.04 -1.29
H 2.06 0.69 -3.69
H 3.73 -0.09 -3.59
H 4.48 2.05 -3.56
C -1.98 3.90 2.05
O -1.90 2.55 1.81
H -1.07 4.33 2.47
H -2.23 4.39 1.11
H -2.76 4.10 2.79
H -1.02 2.35 1.49
C 2.56 -1.86 1.71
O 1.55 -2.87 1.77
H 2.81 -1.41 2.67
H 3.54 -2.14 1.30
H 2.15 -1.08 1.06
H 0.81 -2.60 2.32
C 2.16 2.49 3.23
O 2.23 1.27 2.51
H 1.46 2.38 4.06
H 3.15 2.86 3.48
H 1.69 3.27 2.63
H 1.39 1.06 2.11
C -0.57 0.34 -0.16
O 0.29 1.21 0.63
H -0.22 -0.69 -0.06
H -1.60 0.32 0.21
H -0.56 0.71 -1.19
H 0.91 1.56 -0.02
C 1.76 -2.87 -2.29
O 1.00 -2.06 -3.20
H 1.63 -3.92 -2.54
H 2.81 -2.66 -2.49
H 1.57 -2.60 -1.25
H 1.28 -2.26 -4.10
C -4.64 0.15 -1.75
O -3.85 -0.27 -2.84
H -4.19 -0.13 -0.80
H -4.67 1.23 -1.85
H -5.62 -0.31 -1.92
H -3.31 0.51 -3.02
C -3.41 -0.36 2.64
O -2.15 0.14 2.95
H -3.50 -1.36 3.08
H -4.06 0.33 3.18
H -3.65 -0.34 1.58
H -2.17 1.05 2.66
C -1.46 -3.45 -0.27
O -1.75 -4.70 -0.91
H -2.36 -2.85 -0.20
H -0.93 -3.37 0.68
H -0.80 -2.99 -1.00
H -0.90 -5.14 -0.88
*
```

gap between HOMO and LUMO: 9.96 eV
LUMO energy: 0.3 eV
energy above the lowest of the compared OMol25 structures with the same formula, charge and spin: 92.8 kJ/mol



C10H3N6O8 | ωB97M-V/def2-TZVPD

The geometry in ORCA input format:
```
! RIJCOSX wB97M-V def2-TZVPD def2/J DEFGRID3
* xyz -1 1
N 1.42 -6.66 1.64
C 0.15 -6.24 1.26
O -0.94 -6.66 1.64
C 0.36 -5.13 0.26
C 1.67 -4.95 0.09
C 2.40 -5.94 0.97
O 3.62 -6.05 1.05
H -0.49 -4.62 -0.18
H 2.21 -4.26 -0.53
O -3.79 4.64 -0.87
N -2.92 4.13 -0.19
C -1.74 3.45 -0.44
C -1.17 3.12 0.80
N -1.95 3.55 1.83
O -3.01 4.17 1.21
C 0.09 2.42 0.84
N 0.69 2.09 2.16
O 1.73 2.70 2.49
O 0.14 1.23 2.86
C 0.73 2.06 -0.35
C 0.12 2.42 -1.57
N 0.53 2.19 -2.89
O 1.51 1.65 -3.37
O -0.47 2.74 -3.71
N -1.48 3.31 -2.97
C -1.11 3.11 -1.67
H 1.70 1.56 -0.38
*
```

gap between HOMO and LUMO: 3.54 eV
LUMO energy: -0.7 eV
energy above the lowest of the compared OMol25 structures with the same formula, charge and spin: 0.1 kJ/mol



- What is the LUMO energy in the eighth record?
  -0.7 eV